No. 1
The following is a quantum chemistry calculation of the molecule C3H6N4O4 at a distorted geometry, from OMol25.

Geometry as ORCA input:
```
! wB97M-V def2-TZVPD RIJCOSX def2/J DEFGRID3
* xyz 0 1
N 0.513 -0.353 0.880
H 1.625 -2.454 0.488
N -0.353 1.043 -0.728
N 0.065 1.937 1.294
C -0.251 0.236 -1.731
N 0.770 -0.711 2.217
H 0.716 -0.169 -2.154
O 1.284 0.117 2.946
C 0.157 0.886 0.461
H 0.628 1.931 2.214
C 0.060 -1.467 0.017
O 0.521 -1.896 2.446
H -0.667 -2.173 0.526
H -2.008 0.463 -2.248
H -0.002 2.965 0.858
O 1.226 -2.218 -0.393
O -1.278 0.041 -2.568
*
```

Calculated values
* HOMO level (spin up / spin down): -7.35 / -7.35 eV
* E_LUMO (spin up / spin down): -0.39 / -0.39 eV
* E_tot: -637.6688 hartree

Atom charges from the natural (NBO) analysis, given in e for atoms 1 to 2: -0.329, 0.448

---

No. 2
The following is a quantum chemistry calculation of the molecule C3H6N4S at a distorted geometry, from OMol25.

Geometry as ORCA input:
```
! wB97M-V def2-TZVPD RIJCOSX def2/J DEFGRID3
* xyz 0 1
C -3.615 0.612 0.369
H -3.317 1.698 0.815
N -1.557 -0.149 -0.135
H 0.982 2.398 -0.638
H -4.788 0.602 -0.059
C 1.292 0.301 0.110
S 2.980 -0.021 0.133
N -2.868 -0.427 -0.144
H -0.972 -2.282 -0.201
H -0.372 1.506 -0.127
C -0.764 -1.220 -0.138
H 1.334 -1.757 -0.039
N 0.614 -0.927 0.016
N 0.664 1.507 -0.297
*
```

Calculated values
* HOMO level: -8.37 eV
* E_LUMO: -0.55 eV
* E_tot: -735.0009 hartree

Atom charges from the natural (NBO) analysis, given in e for atoms 1 to 2: -0.139, 0.188

---

No. 3
The following is a quantum chemistry calculation of the molecule C3H6N4S at a distorted geometry, from OMol25.

Geometry as ORCA input:
```
! wB97M-V def2-TZVPD RIJCOSX def2/J DEFGRID3
* xyz 0 1
H 1.876 -2.328 0.369
C -0.107 -1.475 -0.007
N 1.794 -0.259 -0.047
H -0.832 -2.295 0.091
H 0.073 1.884 0.975
C -0.407 -0.129 -0.428
H 2.632 -0.221 -0.678
H -3.778 0.876 0.603
N 0.763 1.884 0.207
N 0.787 0.587 -0.497
S -2.979 -0.257 -0.097
H 0.428 2.652 -0.362
C 1.204 -1.533 0.093
N -1.457 0.612 -0.221
*
```

Calculated values
* HOMO level: -7.68 eV
* E_LUMO: 0.82 eV
* E_tot: -734.9999 hartree

Atom charges from the natural (NBO) analysis, given in e for atoms 1 to 2: 0.220, -0.365

---

No. 4
The following is a quantum chemistry calculation of a cluster of 2 separate species, C3H6N4S in total at a distorted geometry, from OMol25.

Geometry as ORCA input:
```
! wB97M-V def2-TZVPD RIJCOSX def2/J DEFGRID3
* xyz 0 1
H 1.701 1.278 0.334
S -2.757 -4.160 0.591
N -3.540 -2.205 2.470
N 0.097 0.082 -0.112
C 1.403 0.597 -0.461
C -3.207 -3.011 1.724
H 2.117 -0.226 -0.535
H -1.906 -3.311 -0.059
H -1.474 1.341 0.044
C -0.367 -1.054 -0.545
H 1.381 1.138 -1.413
H -1.187 0.435 1.393
N -0.863 -2.063 -0.809
N -0.744 0.936 0.627
*
```

Calculated values
* HOMO level: -9.62 eV
* E_LUMO: 0.52 eV
* E_tot: -735.0455 hartree

Atom charges from the natural (NBO) analysis, given in e for atoms 1 to 2: 0.229, 0.030

---

No. 5
The following is a quantum chemistry calculation of the molecule C3H6N4S at a distorted geometry, from OMol25.

Geometry as ORCA input:
```
! wB97M-V def2-TZVPD RIJCOSX def2/J DEFGRID3
* xyz 0 3
H 3.782 -0.137 0.812
H 2.857 1.282 0.244
H -3.411 -2.023 -0.348
H -1.792 2.385 0.481
H 3.683 0.223 -0.933
C -1.986 -0.632 0.027
H -1.827 -2.618 -0.071
C 3.163 0.268 0.019
S 1.629 -0.767 -0.094
N -0.118 1.425 -0.024
N -1.517 1.605 -0.109
N -2.367 0.544 0.038
C 0.387 0.304 -0.061
N -2.481 -1.858 0.019
*
```

Calculated values
* HOMO level (spin up / spin down): -5.90 / -7.74 eV
* E_LUMO (spin up / spin down): 0.76 / -1.23 eV
* E_tot: -734.8869 hartree

Atom charges from the natural (NBO) analysis, given in e for atoms 1 to 2: 0.223, 0.236

---

No. 6
The following is a quantum chemistry calculation of the molecule C3H6N6O3 at a distorted geometry, from OMol25.

Geometry as ORCA input:
```
! wB97M-V def2-TZVPD RIJCOSX def2/J DEFGRID3
* xyz 0 1
C -1.117 1.083 -0.334
N 1.106 1.960 -0.623
H 0.126 0.241 1.968
N 2.132 -1.420 0.303
H -0.370 -2.224 -0.449
O 2.200 -2.366 -0.427
H -1.920 1.501 0.266
N -1.297 -0.363 -0.400
O 2.232 1.900 -0.267
O -3.370 -0.186 0.200
H 1.824 0.626 1.481
N 0.932 -0.835 0.408
N -2.428 -0.939 0.054
H -1.095 1.519 -1.404
H 0.230 -1.072 -1.599
N 0.163 1.388 0.276
C -0.157 -1.196 -0.584
C 0.809 0.383 1.131
*
```

Calculated values
* HOMO level: -9.74 eV
* E_LUMO: -0.10 eV
* E_tot: -671.9346 hartree

Atom charges from the natural (NBO) analysis, given in e for atoms 1 to 2: -0.098, 0.263

---

These records have energy above the lowest of the compared OMol25 structures with the same formula, charge and spin values of 445.81 380.39 382.96 263.24 195.65 462.35 kJ/mol, in the order they appear.